C11H22O5Pd as an isolated structure, computed with ωB97M-V/def2-TZVPD.

Properties
Calculated total energy in eV: -25475.297
<S²>: 2.006

```
! RIJCOSX wB97M-V def2-TZVPD def2/J DEFGRID3
* xyz 0 3
Pd -0.3793 0.1892 -0.6102
C 2.6441 0.7249 -0.9893
C 2.9461 -0.7445 -0.8557
O 1.7329 -1.4632 -0.7034
C 1.6809 -2.4328 0.3365
C 0.4038 -2.2760 1.1191
O 0.5148 -1.0918 1.8802
C -0.7101 -0.5814 2.3618
C -0.4773 0.8552 2.7462
O -0.2913 1.6347 1.5732
C 0.7936 2.5478 1.5681
C 1.5337 2.4271 0.2630
O 2.1783 1.1707 0.2660
H 3.5478 1.2656 -1.2997
H 1.8658 0.8773 -1.7513
H 3.4840 -1.0981 -1.7408
H 3.5825 -0.8904 0.0213
H 1.7314 -3.4372 -0.0945
H 2.5276 -2.2999 1.0152
H -0.4461 -2.1987 0.4263
H 0.2499 -3.1521 1.7627
H -1.4747 -0.6282 1.5730
H -1.0690 -1.1511 3.2293
H -1.3370 1.2307 3.3110
H 0.4096 0.9103 3.3834
H 0.4268 3.5726 1.6899
H 1.4812 2.3237 2.3880
H 0.8150 2.4787 -0.5672
H 2.2521 3.2501 0.1548
C -4.2020 -0.3034 -1.2706
O -2.9352 -0.9526 -1.2115
C -1.8811 -0.2782 -1.8050
C -1.9793 -0.0576 -3.2858
H -4.0923 0.7368 -1.5831
H -4.6522 -0.3275 -0.2764
H -4.8659 -0.8198 -1.9687
H -2.9556 -0.3741 -3.6663
H -1.2169 -0.6292 -3.8300
H -1.8367 0.9927 -3.5596
*
```